Entry 1:
Entry from OMol25: the ion C6H17N2 with charge +1 (ωB97M-V with the def2-TZVPD basis set).

total charge: +1
HOMO-LUMO gap: 8.40 eV
spin multiplicity: 1
energy above the lowest of the compared OMol25 structures with the same formula, charge and spin: 1.386 eV
energy: -348.0399 Ha
SMILES: CCN(CC)CC[NH3+]

```
25
Properties=species:S:1:pos:R:3:lowdin_charge:R:1
C -2.030 0.262 -1.459 -0.074
C -1.598 -0.553 -0.251 -0.223
N -0.124 -0.530 -0.062 -0.191
C 0.508 -1.859 -0.190 -0.228
C 1.086 -2.082 -1.588 -0.064
C 0.267 0.187 1.134 -0.199
C 0.273 1.709 0.849 -0.112
N 1.468 2.376 1.466 0.189
H -1.408 -0.013 -2.306 0.066
H -1.958 1.335 -1.279 0.065
H -3.034 0.003 -1.823 0.084
H -1.935 -1.584 -0.327 0.115
H -2.052 -0.167 0.665 0.110
H 1.279 -1.936 0.570 0.103
H -0.227 -2.632 0.044 0.111
H 0.670 -1.365 -2.280 0.061
H 2.173 -1.993 -1.616 0.070
H 0.911 -3.104 -1.928 0.077
H 1.230 -0.161 1.511 0.116
H -0.431 0.005 1.977 0.130
H -0.632 2.198 1.200 0.134
H 0.399 1.812 -0.232 0.135
H 2.298 2.171 0.902 0.179
H 1.338 3.380 1.589 0.174
H 1.685 1.977 2.384 0.171
```

Entry 2:
Entry from OMol25: a structure of composition C6H17N2 at a distorted geometry (ωB97M-V with the def2-TZVPD basis set).

total charge: +1
HOMO-LUMO gap: 5.59 eV
spin multiplicity: 1
energy above the lowest of the compared OMol25 structures with the same formula, charge and spin: 7.649 eV
energy: -347.8098 Ha

```
25
Properties=species:S:1:pos:R:3:lowdin_charge:R:1
C -0.193 -0.608 1.242 -0.194
N -1.622 -0.128 1.219 0.015
C -2.197 -0.008 -0.154 -0.257
C -3.656 0.386 -0.173 -0.076
C 0.908 0.181 0.498 -0.365
N 0.628 -0.219 -0.926 0.310
C 3.290 0.772 0.161 -0.082
C 2.303 -0.027 1.093 -0.151
H -0.007 -0.943 2.294 0.142
H -0.304 -1.636 0.716 0.146
H -1.554 0.806 1.620 0.123
H -1.425 0.505 -0.819 0.130
H -2.012 -1.040 -0.478 0.117
H -3.900 1.484 -0.134 0.094
H -4.156 -0.231 0.661 0.114
H -4.211 -0.045 -1.072 0.102
H 0.512 1.257 0.606 0.199
H 0.133 -1.235 -3.946 0.009
H 1.311 0.382 -1.481 0.099
H 0.688 -1.727 -3.654 0.005
H 4.372 0.769 0.385 0.092
H 2.983 1.842 0.056 0.097
H 3.230 0.304 -0.831 0.063
H 2.431 -1.117 0.981 0.132
H 2.450 0.277 2.135 0.133
```

Question: Which of these has the lowest HOMO-LUMO gap?
Answer: number 2